Here is a structure of composition C26H27Cl5CsIN5OS3 from the Open Molecules 2025 dataset. Energies are from the ωB97M-V functional and the def2-TZVPD basis.

**Energy above the lowest of the compared OMol25 structures with the same formula, charge and spin**: 2.4 kcal per mole
**Net charge**: -1
**2S+1**: 1
**Highest occupied orbital energy**: -0.1628 Ha

Each line ends with the Löwdin charge.
CARTESIAN COORDINATES (ANGSTROEM)
Cs -0.65 2.00 1.10  0.85
I 2.81 -0.18 0.79  0.54
Cl -1.62 2.84 4.38  0.56
Cl -5.37 0.94 0.92  0.62
Cl -3.89 3.89 6.24  0.64
Cl -7.61 2.04 2.79  0.63
Cl -6.88 3.50 5.44  0.64
S -1.44 -1.45 3.17  0.86
S -1.88 -1.19 -0.29  0.80
S -0.50 -4.41 1.31  0.85
O -1.94 4.04 -0.82  -0.08
N -2.99 2.14 -1.46  0.15
N 4.04 -0.52 -4.50  0.18
N -4.18 3.88 -0.48  0.16
N -0.18 1.38 -2.21  0.04
N 4.62 0.02 -2.40  0.16
C 2.42 1.74 1.94  -0.70
C 5.74 -0.56 -2.96  -0.19
C -3.02 -1.99 0.87  -0.53
C -5.95 2.27 3.22  -0.72
C -2.99 -1.39 2.27  -0.56
C -2.97 3.38 -0.90  -0.74
C -4.29 3.09 4.75  -0.71
C 1.17 -0.18 -3.41  0.00
C 7.01 -0.83 -2.46  -0.02
C -0.23 -3.99 3.05  -0.55
C 3.65 0.01 -3.37  -0.29
C 0.91 2.10 -1.96  -0.17
C -1.34 -3.18 3.70  -0.53
C 0.23 -2.97 0.44  -0.56
C 7.55 -1.73 -4.65  -0.11
C -0.65 -2.45 -0.68  -0.54
C 7.90 -1.42 -3.33  -0.11
C -3.56 1.98 2.69  -0.23
C 5.36 -0.88 -4.28  -0.23
C -4.90 1.82 2.42  -0.69
C -3.31 2.61 3.88  -0.71
C -5.63 2.92 4.41  -0.72
C 6.28 -1.46 -5.14  -0.03
C 2.18 1.72 -2.36  -0.03
C -0.05 0.28 -2.94  -0.15
C 2.32 0.53 -3.06  -0.16
H -3.78 -1.83 2.88  0.09
H 8.28 -2.19 -5.30  0.09
H -2.07 1.75 -1.66  0.02
H -1.17 -3.17 4.78  0.07
H 4.43 0.19 -1.42  0.03
H 3.03 2.32 -2.09  0.12
H -0.01 -1.94 -1.40  0.04
H -1.13 -3.28 -1.22  0.07
H -0.14 -4.95 3.56  0.06
H 8.90 -1.65 -2.98  0.09
H -3.21 -0.31 2.21  -0.01
H 2.44 1.29 2.94  -0.14
H -4.07 4.68 0.13  0.10
H -3.78 1.53 -1.30  0.06
H 0.42 -2.19 1.17  -0.01
H -2.31 -3.65 3.52  0.07
H 6.00 -1.70 -6.16  0.11
H 7.27 -0.60 -1.44  0.11
H -0.96 -0.27 -3.15  0.11
H -4.86 3.20 -0.16  0.03
H 3.42 2.19 1.83  -0.15
H -4.03 -1.86 0.47  0.05
H -2.80 -3.06 0.88  0.04
H 0.73 -3.48 3.14  0.08
H 1.19 -3.29 0.03  0.06
H 0.77 3.02 -1.40  0.09
H 1.25 -1.10 -3.97  0.12



Here is a cluster of 3 separate species, C26H27ClN4O4PS in total from the Open Molecules 2025 dataset. Energies are from the ωB97M-V functional and the def2-TZVPD basis.

**Net charge**: +1
**2S+1**: 1
**Highest occupied orbital energy**: -0.4168 Ha

Each line ends with the Löwdin charge.
CARTESIAN COORDINATES (ANGSTROEM)
Cl 1.20 -1.44 1.93  0.82
S 4.10 2.95 -0.39  0.74
P -3.28 -2.98 -0.60  0.75
O -1.99 -1.67 8.84  0.09
O 3.10 -0.21 -2.81  0.05
O -3.91 -0.85 8.31  0.09
O 4.81 -0.64 -1.58  0.07
N -1.44 0.65 -0.09  0.20
N -2.46 -4.30 -0.56  -0.27
N -2.74 -1.09 8.09  -0.35
N 4.30 -0.37 -2.65  -0.34
C -3.48 0.33 -1.31  -0.18
C 1.56 1.74 -0.26  -0.22
C 0.60 1.50 0.94  -0.13
C 4.63 0.16 -5.02  0.00
C -4.78 -0.14 -1.15  -0.05
C -1.18 0.19 4.39  -0.09
C -0.33 0.37 0.65  -0.23
C -2.39 -0.22 -0.51  -0.15
C -0.87 -0.92 6.50  0.01
C 5.47 0.34 -6.11  -0.06
C -2.23 -1.55 -0.14  -0.23
C -2.19 -0.63 6.80  -0.14
C -2.50 0.47 4.71  -0.07
C -0.16 -0.96 1.02  -0.57
C 5.19 -0.19 -3.80  -0.15
C -3.22 1.34 -2.24  -0.03
C -3.02 0.05 5.93  0.00
C 6.55 -0.36 -3.63  0.01
C -5.80 0.38 -1.91  -0.05
C 7.38 -0.18 -4.72  -0.05
C -5.55 1.37 -2.84  -0.04
C 6.84 0.17 -5.96  -0.06
C -1.11 -1.90 0.62  -0.03
C 3.04 1.56 0.09  -0.57
C -4.25 1.86 -3.00  -0.05
C -0.37 -0.50 5.28  -0.07
H -0.78 0.52 3.44  0.07
H 3.19 1.45 1.16  0.07
H -2.22 1.71 -2.41  0.12
H 7.50 0.31 -6.81  0.11
H -1.56 1.62 -0.35  0.17
H -3.14 1.01 4.02  0.10
H 1.17 1.26 1.84  0.09
H -0.98 -2.95 0.88  0.11
H 1.39 2.74 -0.67  0.10
H -4.38 -2.88 0.26  0.02
H 1.32 1.03 -1.05  0.10
H 3.42 0.68 -0.41  0.02
H 3.56 0.28 -5.12  0.12
H -3.76 -2.57 -1.85  0.02
H 5.06 0.60 -7.07  0.11
H 0.00 2.39 1.13  0.13
H -6.81 0.01 -1.77  0.12
H -4.04 0.26 6.21  0.12
H -4.04 2.63 -3.72  0.12
H -6.35 1.78 -3.44  0.12
H 4.00 2.78 -1.71  -0.15
H 0.66 -0.71 5.02  0.10
H 6.94 -0.63 -2.66  0.12
H 8.44 -0.31 -4.61  0.11
H -0.26 -1.45 7.21  0.12
H -2.84 -5.00 0.06  -0.01
H -5.00 -0.90 -0.41  0.09



Here is a structure of composition C26H27F10GeIrN4OS2Te at a distorted geometry from the Open Molecules 2025 dataset. Energies are from the ωB97M-V functional and the def2-TZVPD basis.

**Net charge**: 0
**2S+1**: 5
**Highest occupied orbital energy (spin up / spin down)**: -0.2798 / -0.3229 Ha

Each line ends with the Löwdin spin population.
CARTESIAN COORDINATES (ANGSTROEM)
Ir -0.49 1.01 -0.37  2.51
Te -0.68 4.11 -0.05  0.02
Ge 0.62 -0.39 -2.19  0.17
S -2.33 -1.09 -0.87  0.33
S -1.82 1.93 -2.39  0.23
F -1.80 -6.04 0.24  0.00
F 1.16 3.14 -0.45  0.07
F -1.76 3.94 1.70  0.01
F -1.80 -5.61 2.93  0.01
F -0.06 5.09 -1.56  0.01
F -2.22 5.22 -0.40  0.01
F -2.14 -4.02 -1.45  0.01
F -2.15 -3.08 3.88  0.00
F -2.48 -1.04 2.22  0.01
F 0.34 5.26 0.98  0.01
O 0.11 1.93 1.79  0.12
N -5.07 3.49 -0.90  0.01
N -2.56 1.57 0.68  0.06
N -3.39 2.29 -0.17  0.01
N -4.21 3.14 -1.91  0.01
C 1.37 -2.03 -1.46  0.03
C 1.21 1.38 1.73  0.04
C -5.04 3.10 1.54  0.00
C 2.59 -2.01 -0.79  0.01
C 4.22 1.65 -4.51  0.00
C -4.55 2.97 0.16  0.00
C 1.28 0.64 4.06  0.00
C 3.05 -0.11 2.44  0.00
C 0.69 -0.99 2.25  0.02
C 3.12 -3.17 -0.24  0.00
C 2.43 -4.37 -0.36  0.01
C -2.27 -2.26 1.67  0.02
C 2.32 0.18 -4.40  0.01
C 3.39 0.72 -5.11  0.00
C 2.07 0.57 -3.08  0.06
C 1.23 -4.41 -1.05  0.00
C -1.95 -4.59 2.09  0.03
C -2.21 -2.41 0.29  0.03
C 3.98 2.05 -3.20  0.00
C -1.94 -4.80 0.72  0.00
C -2.12 -3.30 2.57  0.00
C -2.08 -3.73 -0.15  0.03
C -3.17 2.43 -1.50  0.04
C 1.57 0.21 2.61  0.00
C 0.71 -3.25 -1.60  0.01
C 2.92 1.51 -2.49  0.01
H 4.08 -3.14 0.27  0.00
H 0.70 -5.35 -1.16  0.00
H 0.95 -1.42 1.28  0.01
H 3.56 0.41 -6.13  0.00
H 0.81 -1.77 3.01  0.00
H -0.42 -0.74 -3.26  0.00
H -3.00 0.70 0.93  0.00
H -4.31 3.66 2.13  0.00
H 5.05 2.08 -5.06  0.00
H 1.98 1.85 1.10  0.01
H 0.22 0.87 4.19  0.00
H 3.68 0.75 2.71  0.00
H 3.15 -1.08 -0.72  0.00
H 1.68 -0.54 -4.89  0.00
H -4.34 3.52 -2.84  0.00
H 3.28 -0.39 1.41  0.00
H -5.98 3.64 1.52  0.00
H 1.55 -0.18 4.73  0.00
H 3.33 -0.94 3.08  0.00
H -0.36 -0.69 2.25  0.00
H 4.62 2.79 -2.73  0.00
H -2.31 2.18 1.47  0.00
H 1.86 1.52 4.34  0.00
H 2.84 -5.28 0.07  0.00
H 2.72 1.85 -1.48  0.00
H -0.23 -3.29 -2.14  0.00
H -5.20 2.13 2.01  0.00



Here is a structure of composition C26H27N2 at a distorted geometry from the Open Molecules 2025 dataset. Energies are from the ωB97M-V functional and the def2-TZVPD basis.

**Energy above the lowest of the compared OMol25 structures with the same formula, charge and spin**: 74.8 kcal per mole
**Net charge**: +1
**2S+1**: 1
**Highest occupied orbital energy**: -0.3895 Ha

Each line ends with the Löwdin charge.
CARTESIAN COORDINATES (ANGSTROEM)
N -0.76 -1.80 0.92  0.10
N -1.60 2.71 1.50  -0.09
C 0.47 4.13 -1.78  -0.07
C 1.78 -0.54 -3.85  -0.26
C 0.53 -2.14 1.39  -0.24
C -2.34 3.50 2.48  -0.01
C -0.95 3.31 0.42  -0.15
C -0.55 1.05 0.40  -0.12
C -1.86 -2.24 1.42  -0.26
C 0.49 0.01 -3.76  -0.03
C -2.00 -3.42 2.35  0.00
C -0.19 2.34 -0.27  -0.09
C 1.48 -1.24 1.95  -0.01
C 0.34 -0.42 -1.39  -0.24
C 2.59 -0.46 -5.09  -0.04
C -0.46 -0.29 -0.19  -0.02
C -0.98 4.70 0.06  0.01
C -1.31 1.35 1.53  0.01
C -3.13 -1.43 1.08  -0.01
C 1.60 -0.99 -1.43  -0.01
C 1.97 -4.01 2.22  -0.05
C 2.66 -1.72 2.63  -0.05
C 0.49 2.77 -1.40  -0.02
C 0.80 -3.52 1.58  -0.03
C 2.30 -1.01 -2.64  -0.02
C -0.23 0.05 -2.58  -0.05
C 2.89 -3.10 2.72  -0.08
C -0.24 5.08 -1.06  -0.08
H -3.09 -0.72 0.21  0.10
H -1.20 -3.26 3.16  0.13
H -1.77 0.73 2.32  0.13
H 2.13 -0.99 -5.93  0.09
H 3.32 -1.39 -2.66  0.12
H -3.28 3.01 2.72  0.09
H -3.36 -0.79 1.98  0.10
H -1.50 -0.88 -0.38  0.14
H -1.20 0.57 -2.54  0.14
H 3.79 -3.48 3.20  0.11
H 2.10 -5.10 2.29  0.12
H -1.82 -4.38 1.80  0.11
H 3.56 -0.91 -4.91  0.08
H -3.98 -2.13 0.89  0.10
H 0.01 -4.23 1.34  0.09
H 2.73 0.58 -5.39  0.09
H -3.03 -3.34 2.74  0.10
H 3.38 -1.01 3.09  0.13
H 1.08 2.05 -2.02  0.11
H -0.22 6.11 -1.34  0.10
H -1.77 3.65 3.41  0.10
H 2.08 -1.35 -0.52  0.11
H 0.04 0.43 -4.67  0.13
H -1.56 5.39 0.64  0.09
H -2.56 4.49 2.05  0.08
H 1.06 4.45 -2.64  0.11
H 1.25 -0.16 1.95  0.11



Here is an isolated molecule of C26H27N3O3S at a distorted geometry from the Open Molecules 2025 dataset. Energies are from the ωB97M-V functional and the def2-TZVPD basis.

**Energy above the lowest of the compared OMol25 structures with the same formula, charge and spin**: 3.6 kcal per mole
**Net charge**: 0
**2S+1**: 1
**Highest occupied orbital energy**: -0.2958 Ha
**SMILES**: O=C(c1cccc(S(=O)(=O)N2CCc3ccccc3C2)c1)N1CCN(c2ccccc2)CC1

Each line ends with the Löwdin charge.
CARTESIAN COORDINATES (ANGSTROEM)
S -0.89 -3.31 0.28  0.68
O -0.16 -2.85 1.42  -0.28
O -2.00 -4.19 0.48  -0.27
O 0.52 1.89 -2.15  0.07
N -0.30 2.39 -0.11  -0.04
N 0.64 2.97 2.47  -0.11
N 0.19 -4.11 -0.70  -0.23
C 1.16 3.22 3.74  -0.23
C 1.52 -2.45 -2.01  -0.10
C -1.46 -1.87 -0.63  -0.24
C 0.62 3.49 0.09  -0.11
C 1.49 3.18 1.31  -0.13
C 2.12 3.85 6.29  -0.11
C 0.40 -2.58 -3.01  -0.18
C -2.89 -0.86 -2.24  -0.04
C 1.75 4.46 4.00  -0.03
C -1.09 0.41 -1.26  -0.14
C 0.25 -1.59 -3.98  -0.03
C -2.15 0.31 -2.15  0.00
C -1.47 -3.76 -3.96  -0.05
C 2.23 4.76 5.26  -0.09
C -1.60 -2.78 -4.93  -0.09
C 1.06 2.30 4.79  -0.03
C -0.75 -1.69 -4.93  -0.08
C -0.75 -0.70 -0.49  -0.03
C -0.37 -4.68 -1.90  -0.14
C 1.48 -3.51 -0.89  -0.17
C -2.55 -1.96 -1.48  -0.05
C -0.22 1.63 -1.22  -0.42
C -0.48 -3.66 -3.00  -0.18
C -0.26 1.85 2.27  -0.14
C -1.13 2.14 1.04  -0.11
C 1.54 2.62 6.05  -0.09
H 2.18 -4.33 -1.13  0.13
H 0.05 4.41 0.26  0.13
H -3.73 -0.91 -2.92  0.11
H -2.37 -2.86 -5.68  0.10
H 2.67 5.73 5.44  0.10
H 0.63 1.33 4.62  0.10
H 0.90 -0.74 -3.97  0.12
H 2.17 4.00 1.50  0.11
H 1.23 3.59 -0.81  0.12
H 2.47 -2.52 -2.53  0.13
H 0.06 -0.67 0.22  0.12
H 1.81 5.20 3.22  0.11
H -2.40 1.16 -2.77  0.13
H 1.45 1.89 6.84  0.10
H 0.28 0.90 2.12  0.13
H 0.26 -5.52 -2.20  0.14
H -1.80 1.30 0.85  0.12
H -3.10 -2.88 -1.53  0.12
H 2.08 2.28 1.10  0.14
H -2.14 -4.60 -3.95  0.12
H -1.36 -5.08 -1.63  0.12
H -0.86 -0.91 -5.67  0.11
H -1.73 3.04 1.24  0.13
H 1.47 -1.45 -1.58  0.10
H 1.78 -3.09 0.07  0.11
H 2.50 4.09 7.28  0.10
H -0.91 1.75 3.14  0.13



Here is a cluster of 2 separate species, C26H27N5O4 in total at a distorted geometry from the Open Molecules 2025 dataset. Energies are from the ωB97M-V functional and the def2-TZVPD basis.

**Energy above the lowest of the compared OMol25 structures with the same formula, charge and spin**: 195.2 kcal per mole
**Net charge**: 0
**2S+1**: 1
**Highest occupied orbital energy**: -0.2301 Ha

Each line ends with the Löwdin charge.
CARTESIAN COORDINATES (ANGSTROEM)
O -2.91 -3.97 3.32  0.06
O 0.80 4.62 1.92  0.10
O -3.84 -5.85 2.64  0.07
O -0.76 -5.45 -5.10  -0.01
N 0.07 2.54 2.61  -0.04
N 1.17 -3.45 -2.76  0.01
N 2.07 -5.08 -4.11  0.06
N -0.34 1.53 0.65  0.06
N -3.30 -4.74 2.41  -0.31
C -0.61 0.62 -0.32  0.04
C 3.39 6.51 -1.16  -0.08
C 2.52 -3.52 -2.54  -0.23
C 0.45 3.47 1.68  -0.36
C -3.36 -4.88 -1.29  -0.02
C -3.56 -5.24 0.05  0.05
C 1.60 2.65 -0.47  -0.08
C 0.29 2.81 0.31  -0.15
C -0.37 -4.55 -4.37  -0.29
C 0.13 2.80 4.03  0.00
C -1.46 -1.62 -0.98  0.07
C -2.69 -3.70 -1.62  0.02
C -1.17 -0.62 -0.05  -0.06
C 1.58 4.94 -1.52  -0.05
C 2.27 3.98 -0.76  -0.24
C -1.94 1.14 2.58  0.01
C 3.54 4.27 -0.24  -0.04
C 3.07 -4.56 -3.35  -0.20
C -0.49 1.30 2.09  -0.46
C 0.31 0.11 2.64  0.01
C -2.18 -2.81 -0.62  -0.17
C -3.11 -4.37 1.05  -0.14
C 2.14 6.21 -1.71  -0.07
C 0.94 -4.39 -3.73  -0.43
C -2.44 -3.17 0.73  0.09
C 4.09 5.55 -0.41  -0.07
H 3.83 7.50 -1.31  0.10
H -2.43 0.27 2.12  0.08
H 2.28 2.01 0.12  0.13
H 0.59 3.77 4.20  0.10
H 4.10 -4.91 -3.39  0.07
H 1.58 6.95 -2.29  0.11
H -3.75 -5.53 -2.07  0.13
H 0.60 4.68 -1.92  0.11
H -1.38 -0.82 0.99  0.06
H -0.88 2.78 4.46  0.10
H 0.13 0.04 3.72  0.09
H -2.16 -2.53 1.56  0.11
H -2.54 2.04 2.36  0.11
H 1.39 0.24 2.45  0.11
H -1.93 0.98 3.67  0.09
H 5.05 5.78 0.05  0.11
H 0.00 -0.83 2.18  0.08
H 3.07 -2.87 -1.88  0.05
H -0.43 0.98 -1.34  0.16
H -0.99 -3.66 -4.08  0.07
H 1.38 2.12 -1.41  0.12
H -4.04 -6.17 0.34  0.13
H 0.72 2.02 4.52  0.10
H -0.39 3.44 -0.30  0.17
H -2.59 -3.39 -2.66  0.11
H -1.18 -1.47 -2.03  0.13
H 4.06 3.50 0.33  0.12



Here is an isolated molecule of C26H27N5O5S at a distorted geometry from the Open Molecules 2025 dataset. Energies are from the ωB97M-V functional and the def2-TZVPD basis.

**Energy above the lowest of the compared OMol25 structures with the same formula, charge and spin**: 2.4 kcal per mole
**Net charge**: 0
**2S+1**: 1
**Highest occupied orbital energy**: -0.2851 Ha
**SMILES**: [H]/N=C1/C(=C\c2ccc(OCCOc3ccc(NC(C)=O)cc3)c(OC)c2)C(=O)N=C2SC(C(C)C)=NN21

Each line ends with the Löwdin charge.
CARTESIAN COORDINATES (ANGSTROEM)
S 2.97 -3.76 1.77  1.14
O -1.17 4.30 -2.92  -0.06
O -4.01 2.11 -1.18  -0.03
O 3.85 -0.06 -1.34  0.05
O 0.61 -2.49 -0.32  0.04
O -2.77 4.57 -0.89  -0.01
N 1.96 -1.44 1.87  -0.06
N 1.37 -2.09 2.89  0.12
N 1.00 0.61 2.41  0.18
N 0.26 -1.30 -2.23  0.14
N 3.54 -1.70 0.15  0.13
C 0.88 -2.25 -1.48  -0.50
C -1.38 0.32 -2.90  -0.02
C -1.21 3.43 0.59  0.00
C 1.25 -4.27 3.98  -0.42
C -2.40 0.48 -0.34  0.00
C -2.95 1.27 -1.34  -0.27
C -2.43 1.16 -2.63  0.00
C 1.66 -0.09 1.59  -0.29
C -0.81 -0.46 -1.89  -0.23
C 0.71 2.36 -0.39  -0.19
C 1.76 -3.30 2.97  -0.53
C 2.21 0.38 0.33  -0.05
C -0.07 2.66 0.73  -0.01
C 1.96 -2.98 -2.24  0.01
C -1.34 -0.37 -0.61  0.00
C 2.86 -2.14 1.14  -0.60
C -0.39 4.13 -4.07  -0.08
C 0.39 2.97 -1.61  0.04
C -1.60 3.92 -0.64  -0.19
C 2.40 -4.77 4.86  -0.07
C -0.75 3.73 -1.76  -0.21
C -4.20 2.78 0.05  -0.16
C -3.90 4.29 -0.09  -0.14
C 3.28 -0.45 -0.34  -0.46
C 0.57 -5.43 3.26  -0.07
C 1.81 1.44 -0.42  0.06
H 2.88 -3.93 5.38  0.08
H -3.58 2.35 0.83  0.10
H -2.79 0.50 0.67  0.12
H 0.14 -6.12 3.99  0.08
H 2.42 1.53 -1.33  0.12
H 1.29 -5.98 2.66  0.07
H -3.80 4.73 0.91  0.13
H -0.23 -5.07 2.62  0.09
H 0.70 0.10 3.23  0.06
H 2.28 -3.85 -1.68  0.08
H 0.59 -1.19 -3.18  0.15
H 1.02 2.78 -2.47  0.12
H 3.15 -5.27 4.25  0.07
H -1.80 3.64 1.47  0.12
H 2.02 -5.46 5.60  0.08
H 0.22 2.26 1.69  0.07
H -0.31 3.07 -4.34  0.09
H 1.60 -3.29 -3.22  0.08
H 0.52 -3.74 4.60  0.14
H 2.82 -2.32 -2.37  0.08
H 0.61 4.55 -3.95  0.10
H -4.71 4.78 -0.62  0.13
H -2.88 1.77 -3.41  0.13
H -0.91 4.66 -4.86  0.10
H -5.25 2.67 0.33  0.13
H -0.99 0.25 -3.91  0.11
H -0.93 -0.98 0.18  0.10